{
  "formula": "C47H37AsF5IrN4O2PS",
  "method": "ωB97M-V with the def2-TZVPD basis set",
  "charge": 1,
  "e_lumo_ha": -0.129,
  "e_above_lowest_kj_mol": 0.0,
  "homo_ev": -10.533,
  "symbols": ["N", "H", "O", "H", "N", "C", "N", "C", "H", "C", "P", "H", "C", "H", "H", "H", "C", "H", "H", "C", "H", "C", "N", "H", "C", "C", "H", "C", "C", "H", "C", "C", "F", "C", "F", "C", "C", "H", "C", "C", "C", "C", "C", "H", "Ir", "C", "H", "H", "H", "H", "As", "C", "H", "H", "H", "C", "H", "C", "C", "C", "H", "H", "H", "H", "H", "C", "S", "C", "C", "H", "C", "F", "C", "H", "F", "C", "F", "C", "C", "H", "H", "C", "C", "C", "C", "C", "C", "C", "C", "H", "O", "C", "C", "H", "H", "H", "C", "H", "C"],
  "xyz": [[1.09843, 1.69982, 0.36551], [-5.16319, -3.45939, -2.76548], [-1.46289, 0.60088, -3.44676], [-5.58733, -1.55747, -1.23957], [-1.13882, 1.56634, 1.78533], [0.45985, -6.61249, 2.34112], [-0.51844, 2.24328, -2.20516], [-0.13509, 3.52247, -2.04866], [-1.77552, -3.29232, 0.84661], [3.05329, -1.67295, -0.75630], [-0.85965, -0.54510, -0.51914], [-0.19344, 6.34051, -3.50899], [3.92733, -2.37952, 2.78925], [4.65556, -0.61088, 3.76320], [0.54630, 5.92214, -1.95078], [-0.04820, -6.66040, 3.29710], [-0.18029, 3.77025, -4.39968], [0.01255, 4.44242, -5.22480], [-1.22571, 1.45596, 5.62306], [-2.29471, 1.38430, 2.42883], [-3.32318, 1.18003, 4.28563], [-2.20498, -1.42592, -1.33759], [0.09605, 4.29171, -3.15401], [-1.82057, -1.06832, 1.59606], [-3.08870, 4.50225, -2.10735], [-2.74094, 6.65828, -1.12901], [-2.83970, -4.07939, -3.33988], [3.78610, -1.20765, 3.51857], [-0.93964, 1.70166, -3.40643], [1.95134, -8.63782, 0.07661], [-0.87792, -1.35538, 1.12447], [1.79291, -1.31874, -0.30158], [-2.84114, 4.18759, 1.47287], [1.75370, -6.50874, -0.10758], [-3.24965, 3.78443, -3.22082], [-2.87501, 4.70229, 0.23542], [0.93610, -7.78034, 1.75821], [-0.17350, -3.17642, 0.16042], [-4.57409, -1.82770, -1.50534], [1.00056, -1.19595, -2.56783], [-0.67601, 2.53744, -4.56957], [3.40929, 2.12507, 0.04108], [1.27852, -5.34445, 0.47571], [2.44148, -1.64879, -4.08114], [-0.91378, 1.69077, -0.28876], [0.75112, -1.06849, -1.19963], [2.26084, -6.46416, -1.06318], [1.50888, 5.82341, -3.43827], [0.79792, -8.72852, 2.26086], [2.94866, -4.07906, 1.93694], [-0.09050, -3.81767, 2.62169], [-2.71304, 6.07007, 0.12152], [4.52427, 2.62314, 1.80664], [1.96905, 1.62553, -1.49134], [1.43773, -4.40139, -0.03448], [0.62581, -5.38441, 1.70793], [0.91102, 1.80980, 4.42675], [-3.03842, 3.87160, -0.86605], [1.54660, -2.77789, 2.91760], [2.15415, 1.80554, -0.43977], [-0.95893, -2.80623, -2.42913], [0.44662, -1.32312, 4.05912], [4.24205, 2.20064, -0.64286], [2.41637, 0.05954, 4.57660], [-0.92604, 2.15397, -5.54579], [-2.94046, 5.86852, -2.24837], [-3.18885, 2.10833, -0.75923], [1.23494, 1.89253, 1.68969], [1.58201, -7.72920, 0.53362], [-3.17215, 1.30915, 1.80070], [-1.20448, 1.48867, 4.54213], [-2.57622, 7.96937, -1.25754], [-1.96750, -2.51388, -2.17381], [-3.71650, -0.27828, -0.31733], [-2.52561, 6.81921, 1.20667], [-4.33497, -2.89425, -2.35916], [-2.96520, 6.42933, -3.45915], [-0.00791, 1.68772, 3.87474], [2.52795, -0.82773, 3.96490], [0.21048, -1.01502, -3.27779], [1.64055, -1.24641, 0.76809], [-2.36667, 1.33250, 3.80727], [1.41948, -1.60974, 3.67078], [-3.51274, -1.09926, -0.99309], [2.81675, -3.16006, 2.49306], [2.26499, -1.55052, -3.01798], [3.29394, -1.78549, -2.11756], [0.51717, 5.68408, -3.00939], [-0.00078, 1.72111, 2.49024], [4.27661, -2.06492, -2.47518], [-0.03256, 3.92960, -0.87441], [-3.03201, -3.23980, -2.68518], [-0.78138, -2.87496, 1.01006], [-0.08075, -0.92364, 1.73501], [4.90960, -2.69929, 2.46389], [2.55861, 2.41871, 3.29295], [3.56019, 2.35210, 1.39817], [3.84051, -1.86756, -0.03900], [2.46152, 2.23302, 2.23414]]
}



{
  "formula": "C47H38As2BiN3O6S",
  "method": "ωB97M-V with the def2-TZVPD basis set",
  "charge": 0,
  "e_lumo_ha": -0.026,
  "e_above_lowest_kj_mol": 33.2,
  "homo_ev": -8.027,
  "symbols": ["C", "H", "As", "H", "C", "N", "C", "H", "C", "C", "As", "H", "C", "C", "H", "C", "C", "C", "C", "C", "Bi", "C", "N", "C", "O", "H", "H", "H", "C", "O", "H", "C", "C", "H", "C", "C", "C", "H", "C", "C", "C", "C", "H", "C", "C", "C", "H", "O", "C", "H", "H", "C", "H", "H", "S", "C", "C", "H", "C", "H", "H", "O", "H", "H", "H", "C", "C", "H", "C", "H", "H", "C", "C", "H", "H", "H", "C", "H", "H", "C", "C", "H", "H", "H", "O", "N", "H", "C", "C", "H", "C", "C", "C", "C", "C", "O", "H", "H"],
  "xyz": [[5.15800, -2.11484, -0.59810], [-1.68533, 5.60863, -0.53997], [1.46571, -0.98360, 2.16488], [1.17047, 1.11287, 3.47842], [-2.48770, 2.60951, -3.15886], [-0.70321, 1.16471, -2.10100], [-6.34374, -0.43060, -3.28477], [0.23393, -1.51491, 4.74308], [-4.12578, -1.11629, -2.60546], [-3.74784, -1.11606, -3.95083], [1.21142, 1.53855, 0.16350], [5.39991, 0.47842, -3.81121], [-0.59172, -4.74594, 4.17234], [1.57629, -2.54709, 6.06605], [-5.16083, -1.01969, -0.41960], [2.41259, 0.33101, -2.22585], [-4.68753, 3.41360, -3.50267], [1.69265, 5.68886, -0.64476], [2.85461, -2.38086, 0.02912], [5.31912, -1.18060, 0.41421], [-0.43875, -1.21202, -0.23112], [-5.45184, -0.77699, -2.26953], [-3.48632, -1.47224, -0.33418], [-3.37736, 3.29344, -3.95387], [-1.87196, -1.54759, -1.96443], [3.40024, 1.85507, 1.57262], [-3.82558, -2.11874, 2.00539], [-6.09537, 2.97699, -1.95232], [2.09157, -1.95517, 3.78003], [-5.90649, -0.74345, -1.00715], [-4.33643, -0.81438, -5.98338], [-1.70194, -4.06509, 4.68955], [-4.15610, 2.21463, -1.47062], [-7.35310, -0.16257, -3.00141], [4.64055, 0.66448, -3.06283], [-2.33614, -3.14152, 3.90194], [-3.10019, -1.39215, -1.58372], [3.79930, -3.46048, -1.56143], [-2.77377, -2.14564, 1.72467], [3.70719, -3.13051, 5.12532], [-1.75484, 1.29400, -1.32856], [1.95294, 4.35157, -0.39391], [-1.21925, 3.26055, -0.03389], [4.24700, -0.84147, 1.22140], [3.92583, -2.71900, -0.78338], [-1.87799, -2.82966, 2.60440], [5.88235, 1.94886, -1.87894], [-0.13421, -3.16716, 0.96989], [-0.39198, 3.93127, -0.22270], [2.51718, 6.37350, -0.79711], [5.99194, -2.37860, -1.23466], [2.99592, -1.42106, 1.02947], [-3.05865, 3.70881, -4.89998], [4.39221, -0.13266, 2.02764], [-0.81233, 2.07962, -3.47246], [-0.65956, 5.26430, -0.49558], [1.21622, -1.96131, 4.86440], [-5.41570, 3.91854, -4.12263], [-2.86026, 2.07628, -1.93623], [4.18119, 2.34729, -0.18034], [-0.11131, -5.51918, 4.75794], [-0.77179, 1.25290, -4.64324], [1.91215, -2.90207, -0.08927], [0.87878, -2.56229, 6.89357], [2.97824, 4.00781, -0.36784], [4.90920, 1.48480, -1.98052], [2.03692, 0.79801, 2.88973], [0.77133, -4.94733, 2.53579], [2.83321, -3.11945, 6.20183], [1.44235, -0.11297, -2.37008], [2.08751, 2.84508, 2.20637], [-0.68776, -3.44323, 2.11819], [0.38544, 6.14784, -0.70970], [2.86629, 0.68143, 3.59005], [-2.72254, -1.36275, -4.19139], [6.28375, -0.71765, 0.57722], [3.33078, -2.56762, 3.91311], [4.69211, -3.56759, 5.22875], [-6.64760, -0.15191, -5.38041], [-5.94577, -0.43348, -4.60576], [2.34075, 1.85713, 1.81916], [0.18415, 7.19105, -0.91559], [-4.43306, 1.79101, -0.51421], [-2.06308, -4.29038, 5.68309], [-1.86705, 0.74715, -0.17480], [-2.46882, -1.72515, 0.54347], [4.00505, -2.61172, 3.06687], [-4.64469, -0.79176, -4.94709], [3.93115, 1.72206, -1.02793], [3.12528, -3.56473, 7.14389], [3.39231, 0.07763, -3.17323], [2.65552, 1.17406, -1.14039], [-5.06898, 2.87910, -2.27861], [0.91283, 3.45238, -0.19532], [-0.09942, -4.43926, 2.92935], [0.12438, 3.16108, -3.39402], [3.16892, -0.57301, -4.00871], [-3.22306, -2.63241, 4.26084]]
}



{
  "formula": "C47H38BrKN9O5Se",
  "method": "ωB97M-V with the def2-TZVPD basis set",
  "charge": -1,
  "e_lumo_ha": 0.055,
  "e_above_lowest_kj_mol": 68.4,
  "homo_ev": -4.124,
  "symbols": ["H", "H", "H", "N", "H", "H", "N", "O", "O", "C", "K", "N", "C", "N", "H", "N", "H", "H", "C", "C", "H", "C", "C", "C", "C", "H", "C", "H", "H", "C", "O", "C", "Br", "H", "C", "C", "C", "O", "H", "C", "C", "C", "C", "O", "N", "C", "H", "C", "H", "C", "Se", "H", "H", "C", "C", "H", "H", "H", "C", "H", "H", "H", "H", "C", "C", "C", "C", "H", "C", "H", "C", "N", "N", "H", "H", "C", "C", "C", "H", "H", "C", "H", "C", "H", "C", "C", "C", "C", "C", "H", "C", "C", "H", "N", "H", "C", "C", "H", "C", "C", "H", "C"],
  "xyz": [[2.85574, 1.14494, 1.24769], [-3.84574, -6.24372, -0.46359], [-2.46197, -1.45520, 4.05290], [-1.80060, -0.11690, 6.85211], [-7.41308, -2.90298, -1.18382], [0.61924, 0.52059, 6.82258], [-1.43216, -2.47726, 0.62709], [-0.10621, 2.23302, -0.41626], [2.24741, -4.31710, -2.04042], [-5.90331, -5.93252, -0.96539], [-0.23853, -0.30831, -0.82651], [1.19604, 2.39349, -2.34624], [1.21622, 0.00633, 3.03220], [-9.30070, -5.79092, -1.74710], [-6.12715, -6.98587, -1.06297], [-4.03952, 1.16576, 2.05868], [-1.50888, 2.05744, 0.29715], [3.17343, 0.80901, 3.39579], [-1.24921, 3.10366, 4.35893], [0.33039, 5.00561, -2.75246], [-0.98856, 8.02835, -1.96984], [1.72195, 0.43758, -3.28429], [-5.20836, -0.93510, 8.07168], [2.84621, -2.52739, -5.21401], [-1.07013, 2.86699, 3.00562], [-5.12743, -2.15544, -0.64960], [2.05804, -0.97234, -3.49723], [-0.90466, 4.41341, 0.32771], [-1.82022, -5.22311, -1.15132], [2.63606, -5.61151, -2.41020], [1.29080, -0.14428, 1.69483], [-2.40522, 2.68693, 5.02925], [3.38663, 1.42107, 6.25774], [-1.54602, 6.79064, 0.10125], [0.39895, 2.84297, -1.42592], [-0.65957, 4.95869, -0.57350], [-3.42808, 2.02288, 4.36906], [1.58405, -1.91265, -1.32599], [0.21272, 6.87127, -3.79853], [-4.35111, -4.15950, -0.51559], [2.47492, -1.27102, -4.81202], [-5.35244, -3.21484, -0.71327], [1.97336, -2.02861, -2.53112], [-1.01052, -0.87494, 2.85205], [1.53079, 1.03853, -2.17296], [-6.63262, -3.63454, -1.02453], [0.85805, 4.48598, -3.53998], [-5.65496, -1.60503, 6.92234], [-0.46892, 3.60028, 4.92077], [-1.01856, 6.29339, -0.70400], [-4.04710, 0.51697, -0.75122], [3.29662, -0.58793, 1.44812], [-0.17261, 3.15795, 2.47547], [2.78898, -3.57914, -4.28467], [2.22596, 0.52349, 3.82505], [3.07347, -4.57698, -4.59329], [2.02613, -6.00428, -3.23296], [-5.88289, -0.83271, 8.91217], [-4.83553, -1.76603, 5.82005], [-0.70647, -1.28899, 2.01685], [-5.17052, -2.29673, 4.93814], [-5.93717, 1.31425, 2.89810], [2.40609, -0.04142, -0.00336], [-6.91539, -4.99201, -1.15496], [2.55438, 0.11270, 1.06059], [-0.70617, 6.98800, -1.86276], [-0.21748, -0.18253, 4.97948], [2.50973, -0.45442, -5.52625], [-8.24120, -5.43135, -1.48367], [-2.48994, 2.86444, 6.09276], [-3.24624, 1.79582, 3.01279], [-2.50599, -1.17971, 5.02141], [-3.04805, -3.73577, -0.18381], [-3.58565, 0.10232, 9.03958], [-5.26627, -0.32698, 2.87030], [-1.49582, -0.48606, 5.63168], [1.99486, 0.69520, 5.18584], [-5.34725, 0.60815, 2.31377], [-5.82954, 0.42697, 1.35616], [-3.47091, -1.93639, 0.89641], [-3.55572, -1.22714, 5.90363], [0.20124, -3.62081, -0.16924], [-1.85155, -4.34035, -0.53925], [2.49340, -6.24014, -1.53237], [-0.03013, 6.33658, -2.88796], [-2.09828, 2.20933, 2.34553], [-3.40541, 1.19002, 0.85334], [-2.72557, -2.61586, 0.51664], [2.36501, -3.33949, -3.00353], [-4.31011, 1.68215, 4.89626], [-3.93236, -0.41116, 8.15238], [-3.09124, -0.55762, 7.04941], [-6.65988, -2.00662, 6.90338], [-2.23045, 1.81118, 1.02767], [3.17162, -2.71263, -6.22913], [0.79962, 0.36604, 5.76934], [-0.86866, -3.55196, -0.03428], [1.63667, 1.01854, -4.20867], [-4.62724, -5.51760, -0.63991], [0.02062, 4.29922, -1.59130], [3.68910, -5.65126, -2.71126], [-0.00705, -0.37346, 3.61892]]
}



no.,calculated total energy (Eh)
1,-5761.642513
2,-7513.863566
3,-8258.430164